{"formula": "H12O6", "method": "ωB97M-V/def2-TZVPD", "homo_lumo_gap_ev": 9.840, "spin_multiplicity": 1, "de_lowest_kj_mol": 150.7, "lumo_energy_ha": -0.0136, "total_charge": 0, "energy_ha": -458.61509, "smiles": "O.O.O.O.O.O", "species": ["O", "H", "H", "O", "H", "H", "O", "H", "H", "O", "H", "H", "O", "H", "H", "O", "H", "H"], "xyz": [[0.82575, -0.94482, -0.85267], [0.84654, -0.90185, 0.08380], [1.40648, -1.73359, -0.94616], [-0.88268, 2.84245, 1.21574], [-0.60928, 2.07031, 1.68527], [-1.05358, 2.38644, 0.37795], [-1.07864, -3.29754, -0.39311], [-0.66143, -3.54804, 0.44881], [-0.81198, -2.39717, -0.59210], [1.67168, 1.58752, -1.32283], [1.37965, 0.67963, -1.37440], [2.56705, 1.54435, -1.50297], [0.25780, -0.01643, 1.66559], [0.87010, -0.49978, 2.23621], [-0.59826, -0.38260, 1.86988], [-1.61330, 0.91817, -0.58471], [-1.74431, 1.23872, -1.44967], [-0.77160, 0.45423, -0.56464]], "forces_ev_per_a": [[0.834, -1.970, -1.333], [-0.400, 1.018, 1.993], [-0.529, 0.622, -0.810], [-0.206, 0.410, -0.504], [0.561, -0.526, 1.094], [-0.280, 0.519, -0.215], [0.083, -0.515, 0.470], [-0.242, 0.271, -0.518], [0.137, 0.217, 0.022], [-2.492, 0.712, 0.428], [-0.147, -0.482, 0.016], [2.839, 0.105, -0.567], [0.652, -0.272, 0.013], [-0.052, 0.288, 0.141], [-0.701, -0.163, 0.167], [-0.034, -0.737, 1.659], [-0.091, 0.459, -1.687], [0.068, 0.044, -0.368]], "mulliken_charge": [-0.75, 0.31, 0.37, -0.64, 0.29, 0.40, -0.64, 0.30, 0.38, -0.59, 0.38, 0.26, -0.74, 0.30, 0.35, -0.67, 0.32, 0.36]}